No. 1
Formula: C16H58N8O13
Source: the Open Molecules 2025 dataset
Level of theory: the ωB97M-V functional and the def2-TZVPD basis

Structure (ORCA input):
```
! wB97M-V def2-TZVPD RIJCOSX def2/J DEFGRID3
* xyz 0 1
C -0.344 -0.735 3.755
C -1.478 -0.641 4.751
O -1.360 0.475 5.600
H -0.504 -1.691 3.178
H 0.541 -0.768 4.341
H -0.107 0.236 3.210
H -1.548 -1.526 5.395
H -2.297 -0.618 4.106
H -2.076 0.325 6.210
C -2.570 1.804 -3.375
C -1.521 2.901 -3.256
O -1.424 3.187 -1.871
H -2.605 1.382 -4.402
H -3.572 2.111 -3.116
H -2.348 0.983 -2.688
H -1.896 3.863 -3.695
H -0.583 2.564 -3.704
H -2.231 3.680 -1.668
C -4.388 -3.097 -1.234
C -3.837 -2.411 -2.521
O -3.031 -1.291 -2.097
H -4.961 -4.003 -1.498
H -5.007 -2.414 -0.697
H -3.653 -3.405 -0.584
H -4.652 -2.178 -3.207
H -3.187 -3.179 -2.979
H -2.319 -1.082 -2.730
C 0.262 0.201 0.184
O 0.167 -1.052 0.835
N -0.590 0.546 -0.706
N 1.145 1.122 0.381
H -1.411 -0.100 -0.656
H -0.826 1.511 -1.051
H 1.841 0.959 1.163
H 1.571 1.687 -0.337
C 4.578 0.936 -1.680
O 3.706 1.191 -2.740
N 4.480 1.629 -0.547
N 5.400 -0.056 -1.682
H 3.750 2.382 -0.450
H 4.852 1.235 0.332
H 5.211 -0.818 -2.442
H 6.084 -0.287 -0.894
C -0.452 3.818 1.443
O 0.913 3.948 1.573
N -0.988 2.642 1.551
N -1.195 4.852 1.564
H -0.193 2.020 1.240
H -1.988 2.465 1.303
H -0.748 5.836 1.479
H -2.176 4.653 1.359
C 0.353 -0.717 -3.882
O -0.945 -1.134 -3.947
N 0.791 0.078 -2.996
N 1.298 -1.168 -4.670
H 0.181 0.301 -2.210
H 1.703 0.555 -3.102
H 0.925 -1.822 -5.386
H 2.288 -0.794 -4.656
C 3.110 -2.216 1.846
O 3.731 -1.345 0.886
H 2.241 -2.813 1.453
H 2.647 -1.650 2.618
H 3.855 -2.708 2.391
H 4.331 -0.778 1.409
C -2.941 -0.910 1.200
O -3.598 -0.098 0.264
H -3.685 -1.533 1.649
H -2.405 -0.471 2.054
H -2.364 -1.697 0.863
H -3.914 -0.750 -0.394
C -0.772 -3.467 -1.189
O -0.815 -4.305 -2.353
H -0.274 -3.877 -0.354
H -1.722 -3.249 -0.924
H -0.393 -2.455 -1.405
H -0.361 -3.801 -2.984
C 2.066 3.738 -1.889
O 2.650 3.635 -0.581
H 1.613 4.695 -2.110
H 1.250 2.983 -1.848
H 2.748 3.578 -2.669
H 2.015 3.870 0.107
C -0.520 -4.121 2.441
O -1.155 -4.759 3.486
H 0.480 -3.756 2.609
H -1.024 -3.280 1.971
H -0.442 -4.925 1.604
H -0.572 -5.510 3.667
C 2.549 1.840 3.665
O 3.347 1.674 2.525
H 2.995 2.570 4.315
H 2.445 0.895 4.055
H 1.611 2.231 3.256
H 4.245 1.671 2.768
*
```

Output
Energy above the lowest of the compared OMol25 structures with the same formula, charge and spin in kJ/mol: 28.89
Lowest unoccupied orbital energy in eV: 0.1
Gap between HOMO and LUMO in eV: 9.16

Want to see where the charge sits? The Mulliken charges in e are: -0.40, -0.62, -0.53, -0.04, 0.85, -0.25, 0.35, 0.41, 0.33, -0.57, -0.50, -0.47, 0.29, 0.45, 0.02, 0.38, 0.25, 0.24, -1.37, -0.18, -0.32, 0.38, 0.44, 0.29, 0.40, 0.27, -0.02, -0.59, -0.22, 1.45, 2.02, -0.63, 0.00, -0.57, -0.88, 0.56, -0.76, -0.23, -0.36, 0.17, 0.14, 0.26, 0.22, 0.39, -0.84, -0.11, -0.39, -0.04, 0.30, 0.32, 0.21, 0.52, -0.76, 0.42, -0.41, -0.28, 0.20, 0.30, 0.20, -0.54, -0.35, -0.01, 0.15, 0.56, 0.21, -0.39, -0.58, 0.56, -0.22, -0.09, 0.29, 0.41, -0.61, 0.33, -0.65, -0.01, 0.40, -0.44, -0.67, 0.35, -0.03, 0.34, 0.33, -0.12, -0.54, 0.22, -0.20, 0.29, 0.36, -0.62, -0.42, 0.41, 0.28, 0.08, 0.25

---

No. 2
Formula: C4H9NO2
Source: the Open Molecules 2025 dataset
Level of theory: the ωB97M-V functional and the def2-TZVPD basis

Structure (ORCA input):
```
! wB97M-V def2-TZVPD RIJCOSX def2/J DEFGRID3
* xyz 0 1
C 0.779 0.738 -1.535
C 0.636 -0.413 -0.545
O 1.893 -0.975 -0.204
C 0.007 0.050 0.770
C -1.401 0.567 0.533
N -2.338 -0.402 0.312
O -1.672 1.753 0.461
H 1.576 1.407 -1.195
H -0.145 1.321 -1.602
H 1.029 0.369 -2.536
H -0.012 -1.192 -0.983
H 2.376 -1.136 -1.024
H 0.013 -0.785 1.481
H 0.602 0.866 1.189
H -3.289 -0.110 0.149
H -2.152 -1.378 0.477
*
```

Output
Energy above the lowest of the compared OMol25 structures with the same formula, charge and spin in kJ/mol: 44.46
SMILES: C[C@@H](O)CC(N)=O
Lowest unoccupied orbital energy in eV: 0.8
Gap between HOMO and LUMO in eV: 10.69

Want to see where the charge sits? The Mulliken charges in e are: -1.28, 0.41, -0.55, -0.69, 0.45, -0.38, -0.60, 0.33, 0.36, 0.37, 0.18, 0.33, 0.36, 0.28, 0.24, 0.20

---

No. 3
Formula: C6H8FeLiO6
Source: the Open Molecules 2025 dataset
Level of theory: the ωB97M-V functional and the def2-TZVPD basis

Structure (ORCA input):
```
! wB97M-V def2-TZVPD RIJCOSX def2/J DEFGRID3
* xyz 1 5
O -1.514 1.406 0.331
C -0.811 -1.646 0.243
C -2.504 1.001 -0.568
O -1.112 -1.405 1.419
O -1.623 -1.272 -0.753
C -2.794 -0.488 -0.463
H -2.219 1.225 -1.611
H -3.456 1.531 -0.382
H -3.541 -0.780 -1.211
H -3.170 -0.731 0.540
Li -1.249 0.446 1.936
O 2.383 0.555 0.124
C 1.590 0.160 1.162
C 2.852 -0.530 -0.704
O 0.978 1.088 1.715
O 0.752 -1.092 -0.078
C 1.624 -1.304 -1.188
H 3.478 -1.159 -0.062
H 3.410 -0.104 -1.544
H 1.814 -2.379 -1.259
H 1.145 -0.928 -2.095
Fe 0.225 1.897 -0.022
*
```

Output
Energy above the lowest of the compared OMol25 structures with the same formula, charge and spin in kJ/mol: 348.19
Lowest unoccupied orbital energy (alpha / beta) in eV: -4.9 / -5.5
Gap between HOMO and LUMO (alpha / beta) in eV: 7.07 / 5.06

Want to see where the charge sits? The Mulliken charges in e are: -0.81, 0.48, -0.26, -0.72, -0.34, -0.51, 0.26, 0.35, 0.35, 0.34, 0.90, -0.25, 0.09, -0.41, -0.52, 0.13, -0.27, 0.33, 0.32, 0.28, 0.29, 0.95

---

No. 4
Formula: C2H3O2Rb
Source: the Open Molecules 2025 dataset
Level of theory: the ωB97M-V functional and the def2-TZVPD basis

Structure (ORCA input):
```
! wB97M-V def2-TZVPD RIJCOSX def2/J DEFGRID3
* xyz 0 1
H -1.330 2.411 -0.217
C -0.201 1.577 0.076
O 0.868 1.056 -0.257
Rb 1.096 -1.765 0.162
O -1.183 0.652 0.273
C -2.481 1.339 0.055
H -2.877 0.900 -0.877
H -3.103 0.889 0.848
*
```

Output
Energy above the lowest of the compared OMol25 structures with the same formula, charge and spin in kJ/mol: 401.23
Lowest unoccupied orbital energy in eV: -1.1
Gap between HOMO and LUMO in eV: 5.28

Want to see where the charge sits? The Mulliken charges in e are: 0.42, -0.09, -0.65, 0.97, -0.17, -0.73, 0.14, 0.11

---

Number 1: total energy -2060.38767 hartree, largest force on an atom 8.84 eV/A. Number 2: total energy -363.06860 hartree, largest force on an atom 0.38 eV/A. Number 3: total energy -1955.73320 hartree, largest force on an atom 3.48 eV/A. Number 4: total energy -252.42365 hartree, largest force on an atom 2.37 eV/A.